[1]
{"formula": "C6H10N", "method": "wB97M-V/def2-TZVPD", "species": ["C", "C", "C", "C", "C", "C", "N", "H", "H", "H", "H", "H", "H", "H", "H", "H", "H"], "coordinates": [[-0.336, 0.316, -2.838], [-1.017, 0.738, -1.526], [-0.247, 0.306, -0.379], [0.792, 0.487, 0.412], [0.782, -0.667, 1.333], [1.018, -0.491, 2.798], [-0.573, -0.457, 0.804], [0.664, 0.732, -2.905], [-0.921, 0.684, -3.675], [-0.275, -0.766, -2.911], [-2.024, 0.321, -1.466], [-1.094, 1.831, -1.511], [1.240, -1.560, 0.910], [0.549, 0.413, 3.181], [2.088, -0.431, 2.986], [0.638, -1.355, 3.341], [-1.284, -0.101, 1.447]], "mulliken_charge": [-1.172, -0.335, 0.450, -0.336, 0.475, -1.317, -0.194, 0.367, 0.339, 0.356, 0.327, 0.300, 0.331, 0.352, 0.360, 0.372, 0.324], "charge": 1, "total_energy_ev": -7863.3235, "smiles": "CCC1=C2[C@@H](C)[N@H+]12", "homo_ev": -15.101, "gap_ha": 0.3610, "de_lowest_kcal_mol": 69.8}

[2]
{"formula": "C6H10N", "method": "wB97M-V/def2-TZVPD", "species": ["C", "C", "C", "C", "C", "C", "N", "H", "H", "H", "H", "H", "H", "H", "H", "H", "H"], "coordinates": [[1.799, 0.116, -0.255], [-1.124, 0.191, -0.085], [-0.456, -0.768, -0.944], [0.300, -0.196, 0.378], [-0.768, -2.223, -0.928], [1.119, 2.228, 1.057], [1.236, 0.973, 0.434], [-1.252, 1.212, -0.419], [-1.904, -0.156, 0.579], [-0.002, -0.406, -1.861], [0.354, -0.863, 1.232], [0.130, -2.820, -1.068], [-1.436, -2.437, -1.762], [-1.265, -2.525, -0.010], [0.492, 2.894, 0.458], [2.110, 2.670, 1.151], [0.667, 2.111, 2.043]], "mulliken_charge": [-0.177, -0.575, 0.326, -0.301, -1.371, -0.699, 0.345, 0.288, 0.250, 0.425, 0.427, 0.361, 0.382, 0.331, 0.317, 0.366, 0.304], "charge": 1, "total_energy_ev": -7863.0205, "homo_ev": -15.223, "gap_ha": 0.4053, "de_lowest_kcal_mol": 76.7}

[3]
{"formula": "C6H10N", "method": "wB97M-V/def2-TZVPD", "species": ["C", "C", "C", "C", "C", "C", "N", "H", "H", "H", "H", "H", "H", "H", "H", "H", "H"], "coordinates": [[2.035, -0.844, 0.432], [2.290, 0.291, -0.201], [1.267, 1.313, -0.274], [0.033, 1.041, 0.091], [-1.367, 1.480, 0.166], [-0.976, 0.067, 0.528], [-1.328, -1.035, -0.425], [1.131, -1.028, 0.982], [2.781, -1.620, 0.500], [3.239, 0.479, -0.679], [1.522, 2.300, -0.627], [-1.906, 1.651, -0.756], [-1.689, 2.136, 0.963], [-1.041, -0.251, 1.560], [-0.480, -1.583, -0.647], [-1.695, -0.631, -1.301], [-2.041, -1.659, -0.028]], "mulliken_charge": [-1.020, 0.073, -0.390, 0.592, -0.702, -0.702, -0.185, 0.293, 0.246, 0.379, 0.409, 0.244, 0.247, 0.383, 0.382, 0.391, 0.361], "charge": 1, "total_energy_ev": -7864.9803, "smiles": "C=C/C=C1/C[C@H]1[NH3+]", "homo_ev": -12.967, "gap_ha": 0.3322, "de_lowest_kcal_mol": 31.5}

[4]
{"formula": "C6H10N", "method": "wB97M-V/def2-TZVPD", "species": ["C", "N", "C", "C", "C", "C", "C", "H", "H", "H", "H", "H", "H", "H", "H", "H", "H"], "coordinates": [[0.213, -2.104, 0.409], [0.393, -0.817, -0.202], [1.372, -0.738, -1.329], [-0.180, 0.289, 0.226], [-0.098, 1.721, 0.067], [-1.610, 2.070, 0.321], [-0.957, 1.112, 1.198], [0.161, -2.902, -0.425], [0.852, -2.373, 1.227], [-0.857, -2.255, 0.635], [1.957, 0.139, -1.265], [2.023, -1.630, -1.005], [0.920, -0.846, -2.305], [0.670, 2.430, -0.140], [-1.773, 3.045, 0.826], [-2.358, 1.669, -0.513], [-0.730, 1.190, 2.275]], "mulliken_charge": [-1.044, 0.055, -0.901, 0.768, -0.563, -0.415, -0.272, 0.429, 0.339, 0.390, 0.387, 0.395, 0.278, 0.374, 0.292, 0.208, 0.280], "charge": 1, "total_energy_ev": -7864.1235, "smiles": "C[N+](C)=C1[C@H]2C[C@@H]12", "homo_ev": -14.557, "gap_ha": 0.3950, "de_lowest_kcal_mol": 51.3}

[5]
{"formula": "C6H10N2", "method": "wB97M-V/def2-TZVPD", "species": ["C", "C", "C", "C", "N", "C", "N", "C", "H", "H", "H", "H", "H", "H", "H", "H", "H", "H"], "coordinates": [[-0.005, -0.976, -1.929], [-0.406, -1.204, -0.669], [-0.161, 0.012, 0.190], [0.879, -0.104, 1.391], [-0.017, 0.668, 2.235], [-1.193, 0.405, 1.266], [-0.028, 1.098, -0.856], [0.523, 0.412, -2.067], [-0.127, -1.656, -2.777], [-0.784, -2.103, -0.366], [1.865, 0.358, 1.436], [0.912, -1.195, 1.816], [-0.188, 0.335, 3.193], [-1.846, 1.233, 1.129], [-1.807, -0.524, 1.505], [0.671, 1.817, -0.473], [1.584, 0.419, -2.100], [0.129, 1.004, -2.923]], "mulliken_charge": [-0.327, -1.042, 1.136, -0.518, -0.523, -0.829, -0.542, -0.439, 0.404, 0.511, 0.248, 0.262, 0.225, 0.349, 0.245, 0.299, 0.229, 0.311], "total_energy_ev": -9361.9447, "smiles": "C1=CC2(CNC2)NC1", "homo_ev": -8.779, "gap_ha": 0.3592, "de_lowest_kcal_mol": 57.5}

[6]
{"formula": "C6H10N2", "method": "wB97M-V/def2-TZVPD", "species": ["C", "C", "C", "C", "C", "C", "N", "N", "H", "H", "H", "H", "H", "H", "H", "H", "H", "H"], "coordinates": [[-0.084, 0.084, 2.688], [-0.492, -0.136, 1.300], [-0.189, -1.190, 0.364], [0.206, -1.171, -0.980], [0.632, -2.205, -1.746], [-0.578, 1.251, 0.700], [-0.724, 1.657, -0.573], [-0.619, 2.961, -0.893], [0.629, -0.648, 3.470], [0.083, 1.043, 3.224], [-0.112, -2.226, 0.518], [0.343, -0.394, -1.730], [1.642, -2.268, -2.286], [0.173, -2.489, -2.647], [0.400, -3.198, -1.063], [-0.826, 2.202, 1.356], [-0.789, 3.575, -0.087], [0.307, 3.153, -1.616]], "mulliken_charge": [-0.787, 0.323, -0.458, 0.438, -1.175, 0.051, -0.195, -0.547, 0.190, 0.259, 0.199, 0.304, 0.260, 0.344, 0.170, 0.118, 0.244, 0.263], "total_energy_ev": -9356.9501, "smiles": "C=C(/C=C/C)/C=N/N", "homo_ev": -7.960, "gap_ha": 0.2913, "de_lowest_kcal_mol": 172.7}

[7]
{"formula": "C6H10N2", "method": "wB97M-V/def2-TZVPD", "species": ["H", "N", "C", "C", "C", "N", "C", "C", "C", "H", "H", "H", "H", "H", "H", "H", "H", "H"], "coordinates": [[-0.719, 2.182, -0.446], [-1.409, 1.482, -0.224], [-0.842, 0.351, -0.043], [-1.613, -0.877, 0.011], [-2.921, -0.917, 0.054], [0.474, 0.219, -0.212], [1.449, 1.203, 0.206], [1.583, -0.228, 0.530], [2.638, -1.079, -0.302], [-1.018, -1.746, 0.018], [-3.510, -1.790, 0.041], [-3.429, 0.008, 0.296], [2.138, 1.586, -0.619], [1.139, 1.905, 1.061], [1.393, -0.785, 1.418], [2.667, -0.878, -1.368], [2.398, -2.181, -0.201], [3.722, -0.932, 0.117]], "mulliken_charge": [0.249, -0.723, 0.563, -0.282, -0.769, -0.111, -0.686, 0.198, -1.254, 0.341, 0.303, 0.288, 0.215, 0.362, 0.357, 0.361, 0.301, 0.285], "total_energy_ev": -9361.5121, "smiles": "[H]/N=C(/C=C)N1C[C@@H]1C", "homo_ev": -8.743, "gap_ha": 0.3510, "de_lowest_kcal_mol": 67.5}

[8]
{"formula": "C6H10N2", "method": "wB97M-V/def2-TZVPD", "species": ["C", "C", "C", "C", "N", "C", "C", "N", "H", "H", "H", "H", "H", "H", "H", "H", "H", "H"], "coordinates": [[-1.624, 0.332, 1.457], [-0.020, 0.095, 1.364], [0.539, 0.076, 0.048], [0.007, -0.780, -1.074], [1.041, -0.783, -2.105], [2.115, 0.281, -1.591], [1.596, 0.796, -0.462], [-2.318, -0.436, 0.515], [-1.788, 0.074, 2.521], [-1.827, 1.383, 1.228], [0.043, -0.853, 1.904], [0.514, 0.730, 2.083], [-0.849, -0.158, -1.367], [0.945, -0.198, -2.930], [3.044, 0.393, -2.121], [2.129, 1.489, 0.177], [-0.371, -1.670, -0.591], [-3.176, -0.770, 0.945]], "mulliken_charge": [-0.411, -0.774, 0.728, -0.541, -0.530, -0.302, -0.849, -0.697, 0.342, 0.223, 0.313, 0.358, 0.355, 0.329, 0.454, 0.380, 0.507, 0.116], "total_energy_ev": -9358.3291, "homo_ev": -5.949, "gap_ha": 0.1681, "de_lowest_kcal_mol": 140.9}

[9]
{"formula": "C6H10N2", "method": "wB97M-V/def2-TZVPD", "species": ["C", "C", "C", "C", "C", "C", "N", "N", "H", "H", "H", "H", "H", "H", "H", "H", "H", "H"], "coordinates": [[-1.600, 0.052, 0.487], [-0.276, 0.807, 0.256], [0.197, -0.630, -0.127], [0.305, 1.384, 1.524], [-0.370, 1.719, -0.980], [0.999, -2.749, -0.757], [-1.282, -1.127, 0.077], [1.160, -1.326, -0.443], [-2.551, 0.480, 0.651], [-0.379, 2.105, 2.115], [1.226, 1.902, 1.356], [0.623, 0.653, 2.441], [0.384, 2.551, -0.902], [-1.440, 2.118, -1.127], [-0.058, 1.183, -1.880], [1.844, -3.197, -0.241], [0.030, -3.064, -0.571], [1.188, -2.863, -1.879]], "mulliken_charge": [-0.404, 1.851, -0.214, -1.452, -1.229, -0.814, -0.609, -0.445, 0.458, 0.301, 0.409, 0.280, 0.328, 0.240, 0.368, 0.283, 0.407, 0.241], "total_energy_ev": -9361.5711, "homo_ev": -8.878, "gap_ha": 0.3599, "de_lowest_kcal_mol": 66.1}

[10]
{"formula": "C6H10N2", "method": "wB97M-V/def2-TZVPD", "species": ["N", "C", "C", "C", "C", "C", "N", "C", "H", "H", "H", "H", "H", "H", "H", "H", "H", "H"], "coordinates": [[2.713, -0.584, -0.098], [1.393, 0.158, 0.264], [0.582, 1.008, -0.603], [-0.854, 1.442, 0.208], [-1.895, 0.087, -0.328], [-1.575, -1.078, 0.437], [-0.989, -1.080, -0.693], [0.382, -0.472, -0.756], [2.430, -1.583, 0.436], [3.344, 0.067, 0.481], [0.989, 0.162, 1.165], [0.810, 1.665, -1.484], [-1.160, 2.304, -0.179], [-0.719, 1.480, 1.319], [-2.810, 0.163, -0.904], [-1.058, -0.806, 1.488], [-2.216, -1.867, 0.798], [0.632, -1.068, -1.554]], "mulliken_charge": [-0.640, -0.452, -0.011, -1.047, -0.069, -0.312, -0.403, -0.328, 0.329, 0.274, 0.338, 0.329, 0.448, 0.279, 0.353, 0.067, 0.270, 0.575], "total_energy_ev": -9357.3838, "smiles": "N[C@H]1[C@@H]2C[C@@H]3CN3[C@H]12", "homo_ev": -9.024, "gap_ha": 0.3647, "de_lowest_kcal_mol": 162.7}

[11]
{"formula": "C6H10N2", "method": "wB97M-V/def2-TZVPD", "species": ["C", "C", "C", "C", "C", "C", "H", "H", "H", "H", "H", "H", "H", "H", "H", "H", "N", "N"], "coordinates": [[-1.499, 0.080, 0.079], [-0.582, -1.045, 0.447], [0.685, -0.597, 1.236], [1.271, 1.654, 0.180], [0.883, 0.530, -0.942], [-0.644, -0.101, -1.218], [-2.501, -0.026, -0.070], [-1.355, 1.044, 0.407], [-1.145, -1.808, 1.153], [0.475, -0.119, 2.154], [1.547, -1.253, 1.613], [2.245, 2.340, -0.010], [0.342, 1.956, 0.826], [1.516, 0.571, -1.909], [-1.063, 0.276, -2.145], [-1.214, -2.153, -1.163], [1.509, 0.193, 0.280], [-0.470, -1.541, -0.919]], "mulliken_charge": [-0.891, 0.312, -0.875, -0.330, -0.236, -0.154, 0.386, 0.238, 0.331, 0.357, 0.301, 0.232, 0.134, 0.264, 0.499, 0.306, -0.248, -0.626], "total_energy_ev": -9359.3805, "homo_ev": -8.232, "gap_ha": 0.3393, "de_lowest_kcal_mol": 116.6}

[12]
{"formula": "C6H10N2", "method": "wB97M-V/def2-TZVPD", "species": ["C", "N", "C", "C", "C", "C", "C", "N", "H", "H", "H", "H", "H", "H", "H", "H", "H", "H"], "coordinates": [[-0.156, 1.466, 0.008], [-1.407, 1.137, 0.125], [-1.956, -0.232, 0.083], [-1.071, -1.476, -0.357], [0.325, -1.432, 0.308], [1.323, -0.501, -0.353], [1.999, 0.625, 0.533], [0.979, 0.922, -0.534], [0.195, 2.458, 0.408], [-2.711, -0.216, -0.681], [-2.392, -0.475, 1.049], [-1.635, -2.451, -0.134], [-0.983, -1.441, -1.468], [0.797, -2.455, 0.323], [0.391, -1.180, 1.437], [1.887, -0.758, -1.218], [3.000, 0.957, 0.296], [1.667, 0.442, 1.517]], "mulliken_charge": [0.066, -0.513, -0.534, -0.531, -0.795, 0.057, -0.667, -0.275, 0.329, 0.344, 0.308, 0.307, 0.323, 0.314, 0.260, 0.402, 0.277, 0.326], "total_energy_ev": -9361.7161, "smiles": "C1=NCCC[C@@H]2CN12", "homo_ev": -8.959, "gap_ha": 0.3671, "de_lowest_kcal_mol": 62.7}

[13]
{"formula": "C6H10N2", "method": "wB97M-V/def2-TZVPD", "species": ["C", "C", "C", "N", "C", "C", "C", "N", "H", "H", "H", "H", "H", "H", "H", "H", "H", "H"], "coordinates": [[-2.301, -0.479, 0.077], [-1.072, 0.145, 0.601], [-0.629, 0.644, 1.722], [0.680, 1.011, 1.620], [1.225, 0.513, 0.548], [0.213, -0.139, -0.174], [0.266, -0.548, -1.531], [1.641, -0.770, -2.118], [-3.212, 0.441, 0.409], [-2.545, -1.654, 0.407], [-2.373, -0.411, -1.153], [-0.850, 0.714, 3.027], [1.187, 1.234, 2.378], [2.336, 0.494, 0.108], [0.092, 0.488, -1.983], [-0.582, -1.330, -1.830], [1.611, -0.490, -3.230], [1.887, -1.990, -2.100]], "mulliken_charge": [-0.958, 0.361, -0.368, -0.018, -0.515, 0.242, -0.391, -0.604, 0.258, 0.178, 0.283, 0.142, 0.189, 0.293, 0.222, 0.128, 0.297, 0.261], "total_energy_ev": -9358.9641, "smiles": "Cc1c[nH]cc1CN", "homo_ev": -7.728, "gap_ha": 0.3151, "de_lowest_kcal_mol": 126.2}

| no. | F_max (eV/Å) |
| --- | --- |
| 1 | 1.23 |
| 2 | 2.15 |
| 3 | 1.43 |
| 4 | 4.26 |
| 5 | 3.37 |
| 6 | 9.16 |
| 7 | 3.88 |
| 8 | 4.69 |
| 9 | 3.72 |
| 10 | 11.48 |
| 11 | 7.42 |
| 12 | 3.87 |
| 13 | 7.95 |